Run a
Below is one molecule with the formula C6H11NO, with properties calculated with wB97M-V/def2-TZVPD.

ORCA input file:
```
! wB97M-V def2-TZVPD RIJCOSX def2/J DEFGRID3
* xyz 0 1
O -1.16892 1.13914 1.79966
N -2.45785 1.22229 -0.20976
C -0.32796 -0.09868 -1.67159
C 3.12123 -0.72634 -0.36827
C -0.23952 -0.18616 -0.37050
C 0.62756 -0.56522 0.68438
C -1.63685 0.43813 0.65658
C 1.95581 -1.32549 -0.21006
H -2.20881 -0.44859 0.96591
H 0.46876 -0.43743 -2.31447
H 1.08393 0.26823 1.21284
H -1.23284 0.29169 -2.11449
H 0.22636 -1.33763 1.33746
H 1.76760 -2.33078 -0.57351
H 3.28440 0.29428 -0.04226
H -1.92034 1.50512 2.28638
H -3.36016 1.46130 0.19154
H 3.99693 -1.23113 -0.76086
H -1.97932 2.06723 -0.49896
*
```

Computed properties:
- HOMO (eV) = -8.97
- SMILES = C=CCC(=C)[C@H](N)O
- Kohn-Sham gap (eV) = 9.78


Run b
Below is one molecule with the formula C6H11NO, with properties calculated with wB97M-V/def2-TZVPD.

ORCA input file:
```
! wB97M-V def2-TZVPD RIJCOSX def2/J DEFGRID3
* xyz 0 1
O -0.52260 1.41176 -0.08378
N 0.45269 -0.90743 -0.51627
C 1.31431 -0.06460 -0.07702
C -1.96536 -0.14617 -1.33170
C 0.78837 1.30692 0.36539
C -0.99518 0.03514 -0.23177
C -1.58769 -0.61103 1.05797
C 2.81337 -0.26413 0.06416
H -2.33963 -1.27354 -1.32249
H -1.66757 -0.00257 -2.34599
H -0.82767 -0.45758 1.78529
H -2.57752 -0.05626 1.19064
H 0.87131 1.47748 1.40096
H 3.51705 0.23829 -0.43767
H 2.97310 -0.48624 1.15041
H -1.77908 -1.66601 0.89150
H -2.82718 0.53841 -1.26954
H 2.92426 -1.25496 -0.28784
H 1.43500 2.18251 -0.00227
*
```

Computed properties:
- HOMO (eV) = -9.66
- SMILES = CC1=NC(C)(C)OC1
- Kohn-Sham gap (eV) = 10.61


Run c
Below is one molecule with the formula C6H11NO, with properties calculated with wB97M-V/def2-TZVPD.

ORCA input file:
```
! wB97M-V def2-TZVPD RIJCOSX def2/J DEFGRID3
* xyz 0 1
O 1.47304 1.15835 -2.04999
N 0.46233 2.28789 -0.33914
C 1.39245 -0.39066 0.98089
C -1.86071 -0.63123 0.74875
C -0.95951 -0.41550 -0.40767
C 0.89192 1.16009 -0.97528
C 0.07064 -1.37402 -0.90364
C 0.54247 -0.09045 -0.23437
H -1.33751 -0.86200 1.67729
H -0.06462 2.23783 0.52231
H 2.21767 -1.05499 0.69397
H 0.83583 -0.87688 1.78437
H -1.50787 0.08305 -1.20682
H 0.24438 -1.47107 -1.97002
H 0.17678 -2.31442 -0.36977
H 0.58908 3.18371 -0.78651
H -2.57111 -1.43490 0.53568
H 1.84554 0.52071 1.38476
H -2.44087 0.28456 0.91522
*
```

Computed properties:
- HOMO (eV) = -9.26
- SMILES = C[C@@H]1C[C@@]1(C)C(N)=O
- Kohn-Sham gap (eV) = 10.08


Run d
Below is a 2-piece molecular cluster, C6H11NO overall, with properties calculated with wB97M-V/def2-TZVPD.

ORCA input file:
```
! wB97M-V def2-TZVPD RIJCOSX def2/J DEFGRID3
* xyz 0 1
O 2.58228 -0.03920 1.02305
N -0.16037 -1.12811 -1.27479
C -0.70505 -0.57688 -0.11088
C -1.56968 -1.32067 0.83898
C 0.84517 -0.33074 -1.75763
C -0.23398 0.77551 -0.12042
C 0.81995 0.93417 -1.05637
C -0.83221 1.87128 0.61717
H -0.87378 -1.97158 1.54431
H -2.28597 -1.84733 0.16911
H 1.50156 -0.55890 -2.59746
H 1.65848 -0.34399 1.21528
H -0.22049 -2.21997 -1.42542
H -1.53020 2.27892 -0.05430
H 0.03439 2.36724 1.06539
H 1.53684 1.67550 -1.29980
H -1.40892 1.69471 1.52014
H 3.04848 -0.60730 0.35418
H -2.20649 -0.65268 1.34946
*
```

Computed properties:
- HOMO (eV) = -7.62
- SMILES = Cc1cc[nH]c1C.O
- Kohn-Sham gap (eV) = 8.41


It is run c that is the most stable of them.


Run a
Below is a 2-piece molecular cluster, C6H11NO overall, with properties calculated with wB97M-V/def2-TZVPD.

ORCA input file:
```
! wB97M-V def2-TZVPD RIJCOSX def2/J DEFGRID3
* xyz 0 1
O 1.67597 0.93837 0.89439
N -1.15103 -1.26227 0.89840
C -0.61381 -0.95828 -2.13893
C -0.67837 1.61607 0.89534
C -0.04200 -1.58219 0.37109
C 0.05673 -0.73497 1.57490
C 0.49062 -0.20757 -2.21479
C 0.41258 0.74989 1.51501
H 0.31783 -1.22848 2.50840
H 1.44864 -0.62589 -2.47162
H -1.57761 -0.51911 -1.97025
H -1.31608 2.01466 1.67898
H 0.49329 0.83687 -1.94164
H -0.63115 -1.96087 -2.53678
H -1.32485 1.08430 0.20272
H 0.52402 -2.35622 -0.09778
H 0.58570 1.07369 2.54580
H 1.60318 0.67557 -0.03218
H -0.27365 2.44641 0.31893
*
```

Computed properties:
- HOMO (eV) = -9.43
- SMILES = C[C@H](O)[C@@H]1C=N1.C=C
- Kohn-Sham gap (eV) = 10.33


Run b
Below is a 2-piece molecular cluster, C6H11NO overall, with properties calculated with wB97M-V/def2-TZVPD.

ORCA input file:
```
! wB97M-V def2-TZVPD RIJCOSX def2/J DEFGRID3
* xyz 0 1
O -1.34420 -1.67675 -0.56447
N 0.60453 -0.51849 -2.10690
C -0.59313 -1.55561 0.39327
C 1.29191 0.44269 0.02102
C -0.79023 -0.52076 1.47053
C 1.19816 -0.60231 -0.85173
C 0.65143 1.76684 -0.23420
C -1.79839 0.35189 1.40409
H 0.33033 -1.41808 -2.47645
H 1.96555 0.36404 0.86062
H -0.20584 0.08844 -2.11660
H 0.01105 -2.40026 0.77280
H 1.87105 -1.44301 -0.73782
H -0.43916 1.66709 -0.19748
H -2.44461 0.36672 0.53910
H 0.91289 2.13645 -1.22637
H 0.96473 2.49892 0.50545
H -2.00140 1.06825 2.18370
H -0.18465 -0.61606 2.36144
*
```

Computed properties:
- HOMO (eV) = -8.25
- SMILES = C/C=C\N.C=CC=O
- Kohn-Sham gap (eV) = 8.95


Run c
Below is one molecule with the formula C6H11NO, with properties calculated with wB97M-V/def2-TZVPD.

ORCA input file:
```
! wB97M-V def2-TZVPD RIJCOSX def2/J DEFGRID3
* xyz 0 1
O -0.49330 2.47664 2.79594
N 0.27564 -1.18430 -3.03636
C -0.61677 -0.83575 0.64423
C 0.49067 -0.08962 1.44477
C 0.66554 1.37388 0.98300
C -0.12671 -1.38189 -0.67065
C -0.26619 -0.74096 -1.82633
C -0.38985 2.24150 1.62495
H -0.73321 0.22641 -1.93239
H 1.43822 -0.60059 1.39707
H -0.88787 -1.67677 1.27584
H -1.45454 -0.14649 0.51302
H 0.34306 -2.35442 -0.65529
H -1.13651 2.64359 0.90448
H 0.62669 -2.12594 -3.03662
H 0.19588 -0.08589 2.49815
H -0.09617 -0.84803 -3.90352
H 0.47499 1.39398 -0.09227
H 1.69042 1.71464 1.07199
*
```

Computed properties:
- HOMO (eV) = -8.10
- SMILES = N/C=C/CCCC=O
- Kohn-Sham gap (eV) = 9.11


Run d
Below is one molecule with the formula C6H11NO, with properties calculated with wB97M-V/def2-TZVPD.

ORCA input file:
```
! wB97M-V def2-TZVPD RIJCOSX def2/J DEFGRID3
* xyz 0 1
O -1.29652 -0.37544 -1.66657
N -1.14157 -0.80724 1.86515
C -1.38076 1.46272 -0.20801
C 0.62651 -1.52251 0.27632
C -0.83157 0.08914 -0.44409
C 1.99159 0.59212 -0.37371
C 1.35321 -0.74499 -0.65608
C -0.50646 -0.80488 0.62979
H -0.95129 -1.26913 -1.79467
H 1.54593 1.07509 0.49648
H 1.90791 1.27226 -1.22692
H -2.47628 1.46478 -0.20912
H 0.86715 -2.53545 0.58968
H -1.05959 2.11946 -1.01949
H -0.56681 -0.80323 2.69307
H -1.99327 -0.27831 1.95338
H 3.06501 0.46620 -0.17941
H -1.02421 1.87398 0.73591
H 1.87102 -1.27458 -1.46170
*
```

Computed properties:
- HOMO (spin up / spin down) (eV) = -7.12 / -7.12
- SMILES = C/C=C\C(N)=C(\C)O
- Kohn-Sham gap (spin up / spin down) (eV) = 7.99 / 7.99


It is run c that is the most stable of them.


Run a
Below is one molecule with the formula C6H11NO, with properties calculated with wB97M-V/def2-TZVPD.

ORCA input file:
```
! wB97M-V def2-TZVPD RIJCOSX def2/J DEFGRID3
* xyz 0 1
O 0.64077 -1.92458 1.76435
N 0.24577 2.26062 0.54561
C -0.73530 -0.52608 0.30389
C -1.96792 0.43756 0.32457
C 0.01952 -0.72840 1.49195
C 1.21597 -0.80710 -1.39571
C 0.70298 1.45822 -0.43235
C 0.36190 0.13125 -0.60921
H -1.60121 1.45690 0.32272
H -2.60009 0.24791 1.17638
H 1.90173 -0.21791 -2.01312
H 0.56546 -2.56430 1.06618
H -2.63242 0.32475 -0.51726
H 1.81951 -1.64683 -0.99847
H 0.67633 3.18119 0.59215
H -1.13001 -1.54383 -0.15976
H 1.44193 1.66291 -1.21967
H 0.69572 -1.27350 -2.36535
H 0.37938 0.07121 2.12313
*
```

Computed properties:
- HOMO (spin up / spin down) (eV) = -7.57 / -6.98
- Kohn-Sham gap (spin up / spin down) (eV) = 8.02 / 6.52


Run b
Below is one molecule with the formula C6H11NO, with properties calculated with wB97M-V/def2-TZVPD.

ORCA input file:
```
! wB97M-V def2-TZVPD RIJCOSX def2/J DEFGRID3
* xyz 0 1
O -2.83858 -0.45995 -0.33326
N -0.23157 -2.12846 -0.48780
C -1.21390 1.02310 0.86662
C 1.85175 -0.29338 0.76391
C 0.64142 0.17455 -0.00429
C -1.57091 -0.09955 0.07400
C 0.92905 1.30644 -0.96443
C -0.42355 -0.76405 -0.25658
H 1.67647 0.97774 -1.70195
H 1.35203 2.17394 -0.45212
H -1.75571 1.96694 0.76901
H 0.03567 1.61492 -1.50478
H 0.32348 -2.35611 -1.30115
H 2.27358 0.53397 1.34126
H -3.47616 -0.13008 0.30932
H -1.08676 -2.66624 -0.46926
H 1.61161 -1.11679 1.43638
H -0.74385 0.87575 1.82946
H 2.64594 -0.63274 0.08566
*
```

Computed properties:
- HOMO (eV) = -7.58
- SMILES = C=C(O)C(N)=C(C)C
- Kohn-Sham gap (eV) = 8.36


Run c
Below is a 3-piece molecular cluster, C6H11NO overall, with properties calculated with wB97M-V/def2-TZVPD.

ORCA input file:
```
! wB97M-V def2-TZVPD RIJCOSX def2/J DEFGRID3
* xyz 0 1
O 2.90392 -0.59085 -0.25138
N 2.58284 1.58678 0.28446
C -0.40085 0.49922 -0.26840
C 2.15877 0.31681 0.04276
C -2.56371 -0.35480 0.30967
C -0.57205 1.50696 -1.06755
C -0.20176 -0.55170 0.51905
C 0.05093 -1.94064 0.02526
H -0.27247 -2.05804 -1.00736
H 1.93688 2.27308 0.63132
H -2.66034 -1.12464 1.06712
H 1.12758 -2.12735 0.07304
H 0.28522 2.03762 -1.46278
H -0.14599 -0.36897 1.58544
H -2.94665 0.61424 0.60789
H -2.82703 -0.67561 -0.69142
H -1.56666 1.82194 -1.35858
H 3.57703 1.80248 0.30763
H -0.46566 -2.66655 0.65383
*
```

Computed properties:
- HOMO (spin up / spin down) (eV) = -7.22 / -6.62
- Kohn-Sham gap (spin up / spin down) (eV) = 8.05 / 6.93


Run d
Below is a 2-piece molecular cluster, C6H11NO overall, with properties calculated with wB97M-V/def2-TZVPD.

ORCA input file:
```
! wB97M-V def2-TZVPD RIJCOSX def2/J DEFGRID3
* xyz 0 1
O -1.58443 1.28260 -0.97364
N -1.25811 -1.19554 1.40743
C -1.45827 -1.54713 -1.03665
C -1.11689 0.77077 0.01674
C -0.71783 1.52508 1.24709
C 1.88519 0.23939 -0.61444
C 3.14574 0.51450 -0.34792
C -1.25898 -0.76501 0.22268
H 0.34243 1.34815 1.42375
H -1.52829 -2.61940 -0.86281
H -1.26045 1.13955 2.10543
H -1.39532 -2.20188 1.50047
H -0.87808 2.59131 1.11145
H -2.33982 -1.18658 -1.56408
H 1.27269 -0.43195 0.01252
H 3.72846 1.17418 -0.97171
H 3.66474 0.08914 0.49633
H -0.61365 -1.38625 -1.70692
H 1.37086 0.65908 -1.46570
*
```

Computed properties:
- HOMO (eV) = -9.53
- SMILES = [H]/N=C(\C)C(C)=O.C=C
- Kohn-Sham gap (eV) = 9.92


It is run d that is the most stable of them.


Run a
Below is one molecule with the formula C6H11NO, with properties calculated with wB97M-V/def2-TZVPD.

ORCA input file:
```
! wB97M-V def2-TZVPD RIJCOSX def2/J DEFGRID3
* xyz 0 1
O -0.58096 -0.80517 0.60349
N -0.12709 -1.85923 2.59460
C -1.15406 0.13622 -1.48468
C -0.27009 0.31293 -0.24404
C -0.60645 1.63315 0.45732
C 1.83801 -0.83461 -0.95895
C 0.05367 -0.92784 1.77947
C 1.17903 0.29018 -0.67884
H 0.14258 1.88982 1.20622
H 0.76817 -0.15574 2.03384
H 2.86424 -0.82944 -1.27349
H -1.02649 -0.86330 -1.88806
H -1.57631 1.55394 0.94820
H -0.64548 2.43400 -0.27682
H -0.88098 0.86033 -2.24222
H -2.20385 0.27162 -1.21428
H 1.64828 1.25698 -0.78165
H -0.79838 -2.56426 2.27739
H 1.37616 -1.79961 -0.85751
*
```

Computed properties:
- HOMO (eV) = -9.90
- SMILES = [H]/N=C\OC(C)(C)C=C
- Kohn-Sham gap (eV) = 10.75


Run b
Below is one molecule with the formula C6H11NO, with properties calculated with wB97M-V/def2-TZVPD.

ORCA input file:
```
! wB97M-V def2-TZVPD RIJCOSX def2/J DEFGRID3
* xyz 0 1
O -3.71161 0.78802 -0.30494
N 1.44818 0.05603 -0.66646
C 1.14983 1.47093 1.19351
C 1.63011 -1.32878 -1.13996
C 0.73155 0.42233 0.47053
C -0.49101 -0.40786 0.77009
C -1.65556 -0.31473 -0.21343
C -2.53215 0.94894 -0.11444
H -2.33181 -1.17076 -0.17297
H -0.36118 -1.47460 0.89473
H -2.05493 1.90351 0.13081
H 0.86444 -1.39797 -1.91255
H 2.27123 0.60415 -0.85027
H 1.58193 -2.09669 -0.38409
H 2.12983 1.91927 1.14671
H -0.65258 -0.03545 1.79916
H -1.24495 -0.27676 -1.22391
H 2.67514 -1.48903 -1.42568
H 0.55354 1.87947 2.00317
*
```

Computed properties:
- HOMO (eV) = -8.14
- SMILES = C=C(CCC=O)NC
- Kohn-Sham gap (eV) = 9.00


Run c
Below is one molecule with the formula C6H11NO, with properties calculated with wB97M-V/def2-TZVPD.

ORCA input file:
```
! wB97M-V def2-TZVPD RIJCOSX def2/J DEFGRID3
* xyz 0 1
O -0.04712 -1.76110 0.61009
N 1.26765 1.50815 -0.27565
C 0.73337 -0.81755 0.17845
C -1.28793 -1.57170 1.03057
C 1.91902 -1.24045 -0.61839
C 0.24824 0.59738 0.23906
C -2.07829 1.39873 -0.30937
C -1.00140 0.67868 -0.63867
H -2.24453 1.73991 0.69986
H 1.80623 -2.27773 -0.93398
H 2.84674 -1.15867 -0.03891
H -1.79359 -2.49035 1.27550
H -0.05917 0.83365 1.27904
H -1.56582 -0.73243 1.64515
H 2.01757 -0.60388 -1.49730
H -0.85335 0.33234 -1.65102
H -2.86616 1.59681 -1.02038
H 2.07412 1.51832 0.34368
H 0.88443 2.44988 -0.31774
*
```

Computed properties:
- HOMO (spin up / spin down) (eV) = -6.64 / -7.12
- Kohn-Sham gap (spin up / spin down) (eV) = 7.56 / 8.08


It is run a that is the most stable of them.